1.
Density functional theory data (the ωB97M-V functional and the def2-TZVPD basis) for a cluster of 2 separate species, C3H7NO in total in a non-equilibrium geometry.

- Energy above the lowest of the compared OMol25 structures with the same formula, charge and spin: 67.9 kcal per mole
- HOMO-LUMO gap: 10.60 eV
- Lowest unoccupied orbital energy: 0.8 eV
- SMILES: C=CO.C=N

Geometry (Å):
C: -2.3932 0.8981 -2.3441
C: -1.1433 0.7201 -1.9105
O: -0.9477 0.4356 -0.5767
H: -2.6907 1.1848 -3.3566
H: -3.2921 0.8345 -1.7297
H: -0.2047 0.6863 -2.4659
H: -1.2817 -0.4545 -0.4513
C: 2.4411 -0.4843 2.1678
N: 2.1076 -1.6011 2.6809
H: 3.4016 -0.0471 2.3386
H: 1.7084 0.1968 1.7698
H: 1.1100 -1.7302 2.4844

Atomic charges from the natural (NBO) analysis, expressed in e, are listed below: atom 1 (C): -0.470, atom 2 (C): 0.120, atom 3 (O): -0.721, atom 4 (H): 0.206, atom 5 (H): 0.205, atom 6 (H): 0.182, atom 7 (H): 0.479, atom 8 (C): -0.050, atom 9 (N): -0.580, atom 10 (H): 0.158, atom 11 (H): 0.148, atom 12 (H): 0.324



2.
Density functional theory data (the ωB97M-V functional and the def2-TZVPD basis) for a cluster of 6 separate species, C14H37FO10S2 in total in a non-equilibrium geometry.

- HOMO-LUMO gap: 10.41 eV
- Lowest unoccupied orbital energy: 0.5 eV
- SMILES: O=S1(=O)C[C@H](S(=O)(=O)F)CCO1.CCO.CCO.CCO.CCO.CCO

Geometry (Å):
O: 0.4354 2.1345 2.6984
S: -0.5744 1.3516 1.9942
O: -1.9088 1.9484 1.9768
C: -0.0935 1.0888 0.2572
C: 1.2879 0.3442 0.3436
S: 2.0198 0.1135 -1.2987
O: 3.3343 -0.4915 -1.2551
O: 1.9688 1.3958 -1.9870
F: 1.0901 -0.8957 -2.1356
C: 0.9953 -1.0366 1.0077
C: 0.4732 -0.9182 2.4594
O: -0.7357 -0.1504 2.6010
H: -0.8554 0.4126 -0.1713
H: -0.0234 2.0369 -0.2928
H: 1.9191 0.9800 0.9875
H: 0.2753 -1.6306 0.4173
H: 1.9580 -1.5802 1.0347
H: 0.2316 -1.9419 2.7947
H: 1.2764 -0.5743 3.1388
C: 6.5002 1.5945 1.4739
C: 5.7045 0.5072 0.7768
O: 4.3117 0.6622 1.0345
H: 6.3255 1.5638 2.5507
H: 7.5693 1.4793 1.2871
H: 6.1907 2.5832 1.1258
H: 6.0007 -0.4763 1.1406
H: 5.8688 0.5401 -0.3049
H: 4.0545 1.5290 0.7026
C: -4.0842 -1.3237 -2.3279
C: -3.2806 -0.4645 -1.3722
O: -1.9676 -0.2086 -1.8870
H: -3.5785 -2.2739 -2.5062
H: -5.0738 -1.5230 -1.9345
H: -4.1866 -0.8268 -3.2972
H: -3.1613 -0.9698 -0.4128
H: -3.7826 0.4924 -1.1974
H: -2.0681 0.2477 -2.7282
C: 8.0272 1.2478 -2.7266
C: 7.8534 2.7477 -2.5813
O: 8.8545 3.2967 -1.7282
H: 7.9758 0.7628 -1.7502
H: 7.2543 0.8252 -3.3712
H: 9.0057 1.0106 -3.1522
H: 6.8851 2.9791 -2.1377
H: 7.9109 3.2400 -3.5576
H: 9.7109 3.1047 -2.1220
C: -5.7830 -5.4494 -1.6460
C: -6.4170 -4.1463 -1.1973
O: -6.3540 -3.1668 -2.2320
H: -4.7414 -5.2889 -1.9290
H: -5.8206 -6.1973 -0.8521
H: -6.2978 -5.8470 -2.5243
H: -5.8885 -3.7418 -0.3337
H: -7.4639 -4.3018 -0.9183
H: -6.8292 -3.5153 -2.9932
C: -6.2680 2.2792 2.7862
C: -5.8513 1.6703 4.1122
O: -4.8164 0.7114 3.9272
H: -6.6131 1.5019 2.1022
H: -7.0691 3.0085 2.9235
H: -5.4208 2.7767 2.3078
H: -6.6929 1.1569 4.5777
H: -5.4983 2.4473 4.7987
H: -4.0690 1.1683 3.5227

Atomic charges from the natural (NBO) analysis, expressed in e, are listed below: atom 1 (O): -0.914, atom 2 (S): 2.314, atom 3 (O): -0.924, atom 4 (C): -0.667, atom 5 (C): -0.487, atom 6 (S): 2.353, atom 7 (O): -0.880, atom 8 (O): -0.911, atom 9 (F): -0.468, atom 10 (C): -0.456, atom 11 (C): -0.098, atom 12 (O): -0.669, atom 13 (H): 0.290, atom 14 (H): 0.285, atom 15 (H): 0.303, atom 16 (H): 0.232, atom 17 (H): 0.258, atom 18 (H): 0.218, atom 19 (H): 0.209, atom 20 (C): -0.634, atom 21 (C): -0.059, atom 22 (O): -0.733, atom 23 (H): 0.211, atom 24 (H): 0.217, atom 25 (H): 0.201, atom 26 (H): 0.177, atom 27 (H): 0.165, atom 28 (H): 0.458, atom 29 (C): -0.638, atom 30 (C): -0.067, atom 31 (O): -0.748, atom 32 (H): 0.207, atom 33 (H): 0.248, atom 34 (H): 0.193, atom 35 (H): 0.174, atom 36 (H): 0.164, atom 37 (H): 0.472, atom 38 (C): -0.634, atom 39 (C): -0.061, atom 40 (O): -0.720, atom 41 (H): 0.209, atom 42 (H): 0.217, atom 43 (H): 0.197, atom 44 (H): 0.176, atom 45 (H): 0.157, atom 46 (H): 0.460, atom 47 (C): -0.634, atom 48 (C): -0.062, atom 49 (O): -0.728, atom 50 (H): 0.212, atom 51 (H): 0.215, atom 52 (H): 0.198, atom 53 (H): 0.179, atom 54 (H): 0.160, atom 55 (H): 0.465, atom 56 (C): -0.634, atom 57 (C): -0.059, atom 58 (O): -0.727, atom 59 (H): 0.208, atom 60 (H): 0.208, atom 61 (H): 0.205, atom 62 (H): 0.172, atom 63 (H): 0.155, atom 64 (H): 0.472



3.
Density functional theory data (the ωB97M-V functional and the def2-TZVPD basis) for a structure of composition C30H40Cl2MoN5OP3 in a non-equilibrium geometry.

- Energy above the lowest of the compared OMol25 structures with the same formula, charge and spin: 10.3 kcal per mole
- Expectation value of S²: 2.030
- 2S+1: 3
- Charge: +2
- HOMO-LUMO gap (alpha / beta): 7.34 / 4.47 eV
- Lowest unoccupied orbital energy (alpha / beta): -5.3 / -8.7 eV

Geometry (Å):
P: 1.5637 1.4728 -3.0509
C: 3.1542 1.4482 -2.1734
C: 3.8839 0.7742 -3.1961
H: 3.3197 0.1161 -3.8585
C: 5.2012 1.1088 -3.4520
H: 5.7006 0.6765 -4.3265
C: 5.8541 1.9882 -2.5596
H: 6.9064 2.2367 -2.7714
C: 5.2011 2.5094 -1.4205
H: 5.7796 3.1652 -0.7406
C: 3.8361 2.2224 -1.1971
H: 3.3492 2.6178 -0.3016
C: 0.7876 -0.1547 -2.7945
C: 1.3361 -1.4113 -2.4026
H: 2.1901 -1.4910 -1.7238
C: 0.8138 -2.5963 -2.9587
H: 1.2509 -3.5934 -2.7326
C: -0.2595 -2.5263 -3.8783
H: -0.6458 -3.4424 -4.3676
C: -0.8758 -1.2922 -4.1781
H: -1.7045 -1.2218 -4.8984
C: -0.4141 -0.1432 -3.5535
H: -0.8485 0.8267 -3.7827
C: 0.5192 2.7830 -2.2458
C: 0.7905 3.6063 -3.3675
H: 1.5778 3.2319 -4.0536
C: 0.0629 4.7475 -3.6441
H: 0.2966 5.3127 -4.5561
C: -0.9332 5.1226 -2.7060
H: -1.4942 6.0464 -2.9342
C: -1.1860 4.3738 -1.5340
H: -1.9752 4.7421 -0.8372
C: -0.4504 3.1806 -1.2836
H: -0.6434 2.6623 -0.3377
Mo: 0.3361 -0.6076 2.9844
C: -1.6475 -1.1842 2.4404
C: -1.9970 -1.2665 1.1055
H: -2.2874 -1.4484 3.2759
C: -1.0718 -0.6172 0.1027
O: -1.8704 0.4264 -0.4884
H: -1.4693 0.9826 -1.1894
C: -0.0009 -0.1963 0.9789
H: -0.8420 -1.3275 -0.7258
C: 0.9554 0.4339 1.6576
Cl: -0.3647 -1.1009 5.3067
Cl: 2.4260 0.4244 3.9636
P: 1.7300 -2.5248 2.6098
C: 2.5834 -2.9900 4.1380
H: 1.8405 -3.2810 4.8842
H: 3.1214 -2.1150 4.5139
H: 3.2840 -3.8134 3.9702
C: 0.6585 -3.9251 2.2153
H: 0.1605 -3.7561 1.2515
H: -0.1122 -4.0022 2.9928
H: 1.2201 -4.8676 2.1681
C: 3.0230 -2.5213 1.3397
H: 3.6077 -1.5963 1.3969
H: 2.6003 -2.5886 0.3311
H: 3.7200 -3.3607 1.4614
P: -3.5748 -2.0375 0.6055
C: -4.2016 -3.1066 1.9152
C: -3.2475 -3.0320 -0.8732
H: -4.3669 -2.5209 2.8303
H: -3.4770 -3.9091 2.1167
H: -5.1558 -3.5606 1.6027
H: -2.8886 -2.3808 -1.6852
H: -4.1718 -3.5443 -1.1927
H: -2.4791 -3.7821 -0.6294
C: -4.7716 -0.7512 0.1925
H: -4.9636 -0.1426 1.0872
H: -5.7155 -1.1976 -0.1592
H: -4.3323 -0.1186 -0.5908
H: 1.6678 1.0278 1.1138
N: -3.7209 3.2097 4.7582
N: -2.5197 2.9408 4.0989
N: -1.9284 3.8323 3.3360
C: -0.9329 3.0757 2.7827
N: -0.9690 1.7910 3.1908
N: -2.0449 1.6807 3.9912
H: -3.8212 2.5528 5.5126
H: -3.7374 4.1809 5.0316
H: -0.1957 3.5167 2.0987

Atomic charges from the Löwdin analysis, expressed in e, are listed below: atom 1 (P): 1.195, atom 2 (C): -0.306, atom 3 (C): -0.141, atom 4 (H): 0.097, atom 5 (C): -0.040, atom 6 (H): 0.126, atom 7 (C): -0.019, atom 8 (H): 0.129, atom 9 (C): -0.027, atom 10 (H): 0.132, atom 11 (C): -0.035, atom 12 (H): 0.112, atom 13 (C): -0.340, atom 14 (C): -0.081, atom 15 (H): 0.100, atom 16 (C): -0.056, atom 17 (H): 0.126, atom 18 (C): -0.047, atom 19 (H): 0.126, atom 20 (C): -0.056, atom 21 (H): 0.126, atom 22 (C): -0.125, atom 23 (H): 0.106, atom 24 (C): -0.266, atom 25 (C): -0.185, atom 26 (H): 0.083, atom 27 (C): -0.032, atom 28 (H): 0.128, atom 29 (C): -0.033, atom 30 (H): 0.126, atom 31 (C): -0.033, atom 32 (H): 0.131, atom 33 (C): -0.060, atom 34 (H): 0.084, atom 35 (Mo): 0.953, atom 36 (C): -0.194, atom 37 (C): -0.359, atom 38 (H): 0.009, atom 39 (C): -0.377, atom 40 (O): -0.051, atom 41 (H): 0.065, atom 42 (C): -0.188, atom 43 (H): 0.133, atom 44 (C): -0.462, atom 45 (Cl): -0.133, atom 46 (Cl): -0.073, atom 47 (P): 0.698, atom 48 (C): -0.268, atom 49 (H): 0.041, atom 50 (H): 0.007, atom 51 (H): 0.062, atom 52 (C): -0.252, atom 53 (H): 0.034, atom 54 (H): 0.051, atom 55 (H): 0.064, atom 56 (C): -0.226, atom 57 (H): 0.053, atom 58 (H): 0.026, atom 59 (H): 0.066, atom 60 (P): 0.894, atom 61 (C): -0.169, atom 62 (C): -0.167, atom 63 (H): 0.070, atom 64 (H): 0.073, atom 65 (H): 0.076, atom 66 (H): 0.054, atom 67 (H): 0.076, atom 68 (H): 0.068, atom 69 (C): -0.167, atom 70 (H): 0.076, atom 71 (H): 0.072, atom 72 (H): 0.055, atom 73 (H): 0.054, atom 74 (N): 0.144, atom 75 (N): -0.265, atom 76 (N): 0.126, atom 77 (C): -0.179, atom 78 (N): -0.019, atom 79 (N): 0.084, atom 80 (H): 0.101, atom 81 (H): 0.106, atom 82 (H): 0.112



4.
Density functional theory data (the ωB97M-V functional and the def2-TZVPD basis) for a cluster of 2 separate species, C24H26BNO4 in total in a non-equilibrium geometry.

- Energy above the lowest of the compared OMol25 structures with the same formula, charge and spin: 60.1 kcal per mole
- HOMO-LUMO gap: 2.32 eV
- Lowest unoccupied orbital energy: -3.4 eV

Geometry (Å):
C: -3.3437 -1.5561 5.9509
C: -3.3415 -2.0410 4.5808
C: -4.0922 -3.0519 4.0079
C: -3.6891 -3.0900 2.6493
C: -2.7327 -2.1149 2.4588
B: -2.0224 -1.8902 0.9961
O: -0.6146 -2.1383 1.2424
C: -0.0416 -2.0757 -0.0171
C: -1.1160 -1.7299 -1.1146
C: -0.4189 -1.4540 -2.4024
C: -1.8732 -0.4214 -0.6795
O: -2.3783 -0.5397 0.6072
C: -2.1857 -2.8726 -1.1004
O: -2.6899 -2.9530 0.2020
O: -2.5020 -1.4669 3.6312
H: -4.0696 -2.1761 6.5146
H: -2.3499 -1.6474 6.4076
H: -3.6505 -0.5024 5.9980
H: -4.8288 -3.6799 4.4748
H: -4.0606 -3.7725 1.8860
H: 0.7423 -1.3002 0.0127
H: 0.4182 -3.0508 -0.2559
H: -1.1181 -1.1257 -3.1719
H: 0.2393 -0.6200 -2.0664
H: 0.1860 -2.3328 -2.7057
H: -1.1900 0.4421 -0.6916
H: -2.6969 -0.2453 -1.3890
H: -3.0114 -2.6292 -1.8091
H: -1.7253 -3.8425 -1.4023
C: 3.6970 3.9030 -0.8088
N: 2.7058 2.8238 -0.7258
C: 3.1868 1.5266 -0.5000
C: 4.5601 1.2909 -0.3868
C: 5.0998 0.0179 -0.3283
C: 4.2666 -1.0980 -0.4968
C: 2.9024 -0.8919 -0.7225
C: 2.3159 0.3976 -0.6734
C: 1.0401 0.6348 -1.3522
C: 0.4656 1.9987 -1.3223
C: 1.3826 3.0752 -1.0904
C: 1.0273 4.3673 -1.5223
C: -0.2169 4.6140 -2.1142
C: -1.0742 3.5755 -2.4129
C: -0.7306 2.2824 -2.0452
H: 3.2569 4.8860 -0.6062
H: 4.4688 3.7587 -0.0462
H: 4.1601 3.9217 -1.8114
H: 5.2564 2.1433 -0.3976
H: 6.1759 -0.1240 -0.2129
H: 4.6770 -2.1024 -0.5190
H: 2.2988 -1.7552 -1.0228
H: 1.3576 0.5811 -2.4528
H: 1.7158 5.1985 -1.4708
H: -0.4597 5.6397 -2.4081
H: -2.0084 3.7515 -2.9789
H: -1.3703 1.4615 -2.3861

Atomic charges from the natural (NBO) analysis, expressed in e, are listed below: atom 1 (C): -0.643, atom 2 (C): 0.233, atom 3 (C): -0.329, atom 4 (C): -0.338, atom 5 (C): 0.105, atom 6 (B): 0.902, atom 7 (O): -0.676, atom 8 (C): -0.037, atom 9 (C): -0.158, atom 10 (C): -0.542, atom 11 (C): -0.037, atom 12 (O): -0.676, atom 13 (C): -0.027, atom 14 (O): -0.690, atom 15 (O): -0.422, atom 16 (H): 0.219, atom 17 (H): 0.208, atom 18 (H): 0.207, atom 19 (H): 0.206, atom 20 (H): 0.223, atom 21 (H): 0.147, atom 22 (H): 0.158, atom 23 (H): 0.220, atom 24 (H): 0.208, atom 25 (H): 0.221, atom 26 (H): 0.151, atom 27 (H): 0.156, atom 28 (H): 0.155, atom 29 (H): 0.157, atom 30 (C): -0.413, atom 31 (N): -0.364, atom 32 (C): 0.191, atom 33 (C): -0.255, atom 34 (C): -0.150, atom 35 (C): -0.205, atom 36 (C): -0.168, atom 37 (C): -0.063, atom 38 (C): -0.003, atom 39 (C): -0.151, atom 40 (C): 0.283, atom 41 (C): -0.275, atom 42 (C): -0.146, atom 43 (C): -0.216, atom 44 (C): -0.147, atom 45 (H): 0.224, atom 46 (H): 0.222, atom 47 (H): 0.213, atom 48 (H): 0.227, atom 49 (H): 0.231, atom 50 (H): 0.233, atom 51 (H): 0.244, atom 52 (H): 0.249, atom 53 (H): 0.225, atom 54 (H): 0.229, atom 55 (H): 0.236, atom 56 (H): 0.243



5.
Density functional theory data (the ωB97M-V functional and the def2-TZVPD basis) for a cluster of 5 separate species, H9O5 in total in a non-equilibrium geometry.

- Energy above the lowest of the compared OMol25 structures with the same formula, charge and spin: 22.2 kcal per mole
- Charge: -1
- HOMO-LUMO gap: 8.60 eV
- Lowest unoccupied orbital energy: 3.9 eV

Geometry (Å):
O: -0.9902 -0.8604 0.8941
H: -0.7948 -1.3345 1.6750
O: -3.2638 -2.0375 0.5913
H: -3.1918 -2.1558 -0.3825
H: -2.4110 -1.4752 0.6218
O: 1.2773 0.9024 0.9839
H: 0.7236 1.4951 1.4299
H: 0.7771 0.0580 0.8137
O: -0.2937 -0.5768 -1.8076
H: -0.7347 -0.7742 -0.9701
H: 0.0850 -1.3774 -2.1941
O: 3.1900 3.0958 -0.4885
H: 3.0512 2.4468 -1.3157
H: 2.5758 2.5937 0.1489

Atomic charges from the natural (NBO) analysis, expressed in e, are listed below: atom 1 (O): -1.295, atom 2 (H): 0.429, atom 3 (O): -1.025, atom 4 (H): 0.433, atom 5 (H): 0.506, atom 6 (O): -1.018, atom 7 (H): 0.463, atom 8 (H): 0.534, atom 9 (O): -0.995, atom 10 (H): 0.524, atom 11 (H): 0.451, atom 12 (O): -0.974, atom 13 (H): 0.468, atom 14 (H): 0.501



6.
Density functional theory data (the ωB97M-V functional and the def2-TZVPD basis) for a cluster of 2 separate species, C3H9N2OS in total in a non-equilibrium geometry.

- Energy above the lowest of the compared OMol25 structures with the same formula, charge and spin: 63.7 kcal per mole
- Charge: +1
- HOMO-LUMO gap: 9.08 eV
- Lowest unoccupied orbital energy: -5.3 eV

Geometry (Å):
C: -0.5723 1.3361 0.0672
C: 1.3983 -0.7586 -1.3440
C: -0.7585 -0.1338 0.6720
N: -0.9171 2.3686 0.9418
N: 1.0826 -1.2312 0.0141
O: -0.2022 1.5137 -1.0929
S: -1.9612 -0.9863 -0.0074
H: 0.3843 -0.9133 -1.7955
H: 1.6777 0.2193 -1.2846
H: 1.9886 -1.4303 -1.8596
H: -0.5485 -0.1536 1.6902
H: -1.2144 2.2089 1.8161
H: -1.0901 3.2765 0.4717
H: 1.8871 -1.0714 0.6605
H: 0.7443 -2.2235 0.2089
H: -1.8987 -2.0212 0.8415

Atomic charges from the natural (NBO) analysis, expressed in e, are listed below: atom 1 (C): 0.622, atom 2 (C): -0.394, atom 3 (C): -0.245, atom 4 (N): -0.789, atom 5 (N): -0.684, atom 6 (O): -0.550, atom 7 (S): 0.366, atom 8 (H): 0.203, atom 9 (H): 0.233, atom 10 (H): 0.219, atom 11 (H): 0.233, atom 12 (H): 0.395, atom 13 (H): 0.440, atom 14 (H): 0.401, atom 15 (H): 0.405, atom 16 (H): 0.145



| no. | energy (eV) |
| --- | --- |
| 1 | -6759.8070 |
| 2 | -59978.4396 |
| 3 | -96003.0266 |
| 4 | -35661.2743 |
| 5 | -10384.6139 |
| 6 | -19111.1773 |